Record 1
{
  "formula": "C7H8Cl2Si",
  "method": "ωB97M-V/def2-TZVPD",
  "symbols": ["Cl", "Cl", "Si", "C", "C", "C", "C", "C", "C", "C", "H", "H", "H", "H", "H", "H", "H", "H"],
  "coordinates": [[2.26012, 1.59738, 1.91268], [2.85214, 1.02808, -1.45331], [1.79116, 0.34539, 0.31180], [-1.90307, -0.84949, -0.78196], [2.31741, -1.38538, 0.59219], [-2.64055, 0.32221, -0.55570], [-2.06808, 1.44434, 0.03311], [0.07108, 0.37066, -0.11692], [-0.52026, -0.77944, -0.65801], [-0.68266, 1.46426, 0.17982], [1.47148, -2.14082, 0.80470], [-3.73634, 0.39468, -0.58750], [-2.35690, -1.71439, -1.26371], [-0.19644, 2.19468, 0.70694], [0.12592, -1.63256, -0.81260], [-2.58058, 2.30506, 0.40974], [2.87761, -1.35291, 1.56629], [2.91797, -1.61174, -0.28756]],
  "atomic_forces_ev_per_a": [[-0.144, -0.351, -0.575], [-0.449, -0.273, 1.240], [1.722, 0.446, -0.888], [0.272, 0.770, -1.427], [-0.469, -0.847, 1.852], [-1.132, 0.382, 1.380], [1.448, -0.340, -0.546], [-0.837, -0.639, -0.736], [-0.254, 0.034, 0.824], [-1.846, -1.244, -0.093], [1.272, 1.304, -0.702], [0.432, -0.659, -0.453], [-0.051, 0.110, 0.410], [0.797, 2.283, 1.016], [-0.303, -0.186, -0.315], [-0.757, 0.148, -0.203], [0.097, -0.318, -1.142], [0.200, -0.621, 0.357]],
  "mulliken_charge": [-0.29, -0.33, 0.67, -0.76, -1.03, -0.35, -0.47, 0.43, -0.13, -0.51, 0.36, 0.32, 0.33, 0.38, 0.44, 0.37, 0.30, 0.27],
  "total_charge": 0,
  "relative_energy_kj_mol": 68.8,
  "homo_energy_ha": -0.3580,
  "smiles": "C[Si](Cl)(Cl)c1ccccc1",
  "orbital_gap_ev": 10.38
}

Record 2
{
  "formula": "C7H8Cl3NSi",
  "method": "ωB97M-V/def2-TZVPD",
  "symbols": ["Cl", "Cl", "Cl", "Si", "N", "C", "C", "C", "C", "C", "C", "C", "H", "H", "H", "H", "H", "H", "H", "H"],
  "coordinates": [[3.99067, -1.13166, -0.74383], [3.48278, 0.69491, 1.97131], [2.91410, 1.82850, -1.16985], [2.83784, 0.27746, 0.17353], [0.81648, -1.93819, 0.51866], [-1.20810, 2.09546, 0.40743], [-0.49181, 1.36655, -0.75522], [-0.27844, -2.68891, 0.47050], [-1.49089, -0.79955, -0.36570], [-1.48052, -2.13287, 0.07369], [-0.29856, -0.05703, -0.38018], [0.87780, -0.73658, 0.12090], [0.43174, 1.96710, -0.94523], [-1.08546, 1.30781, -1.67105], [-0.20284, -3.71945, 0.80036], [-0.48286, 2.43182, 1.23056], [-2.22436, -2.78673, -0.10513], [-1.67327, 2.93657, -0.01974], [-2.01383, 1.36789, 0.88609], [-2.42046, -0.28308, -0.49709]],
  "atomic_forces_ev_per_a": [[0.236, -0.148, 0.283], [0.398, 0.424, 1.249], [-0.003, -0.030, 0.602], [-3.092, -2.020, -2.317], [-0.020, -1.443, 0.504], [-0.230, -2.066, 1.636], [1.219, 0.879, 0.678], [-1.710, -1.754, 0.686], [0.125, 0.157, 0.206], [3.874, 0.996, 0.379], [1.411, -1.524, 0.971], [1.843, 6.323, -1.779], [-0.751, -0.875, -0.145], [-0.086, 0.517, 0.133], [-0.011, 0.021, -0.271], [-1.001, -0.608, -1.226], [-2.697, -1.986, -0.184], [-0.817, 1.277, -0.103], [1.615, 1.771, -0.887], [-0.302, 0.087, -0.416]],
  "mulliken_charge": [-0.24, -0.18, -0.25, 0.72, -0.23, -0.95, -0.42, -0.45, -0.78, -0.64, 0.86, 0.01, 0.02, 0.34, 0.38, 0.24, 0.46, 0.35, 0.31, 0.45],
  "s2": 2.0211,
  "total_charge": 0,
  "spin_multiplicity": 3,
  "relative_energy_kj_mol": 90.0,
  "homo_energy_ha": [-0.1849, -0.3354],
  "orbital_gap_ev": [5.46, 6.39]
}

Record 3
{
  "formula": "C7H8ClN2S",
  "method": "ωB97M-V/def2-TZVPD",
  "symbols": ["Cl", "S", "N", "N", "C", "C", "C", "C", "C", "C", "C", "H", "H", "H", "H", "H", "H", "H", "H"],
  "coordinates": [[-2.34104, -2.35437, 1.55508], [-2.75982, -0.89273, -2.38984], [-0.21029, 0.34206, -2.32668], [1.13469, 0.54005, -0.37102], [-3.06989, -1.77629, -0.98273], [0.74039, 0.90602, -1.57556], [-2.11976, -1.68909, 0.02683], [0.54323, -0.62932, 0.34421], [0.27436, -0.19830, 1.72955], [-1.17764, -0.43224, -1.72195], [-1.04674, -0.88757, -0.47168], [-0.52023, 0.52267, -3.27259], [-0.45227, 0.51986, 1.80674], [-0.03286, -1.05676, 2.35010], [-3.95184, -2.37816, -0.93937], [1.21215, 0.18435, 2.12324], [1.91036, 1.01513, -0.01378], [1.49280, 1.53209, -1.96647], [1.28603, -1.54845, 0.22323]],
  "atomic_forces_ev_per_a": [[0.172, -0.375, 0.554], [1.637, 0.431, 0.096], [-0.169, 0.589, 0.581], [-3.269, -1.885, -1.668], [0.400, -0.339, 1.406], [1.098, -1.134, -0.500], [-0.811, 0.926, -2.608], [-2.083, -1.187, -2.342], [1.870, -2.522, 1.257], [-1.903, -1.133, 0.641], [4.255, -0.502, 2.756], [1.312, 1.078, -0.189], [-1.782, 1.862, -0.028], [0.246, 0.397, -0.214], [-0.462, -0.060, 0.078], [0.092, 0.102, 0.450], [1.270, 0.684, 0.828], [-0.037, 1.223, -1.330], [-1.835, 1.846, 0.230]],
  "mulliken_charge": [-0.17, -0.11, -0.08, -0.12, -0.15, -0.08, -0.31, 0.40, -1.39, 0.13, 0.06, 0.26, 0.44, 0.33, 0.50, 0.44, 0.25, 0.40, 0.22],
  "total_charge": 1,
  "relative_energy_kj_mol": 0.0,
  "homo_energy_ha": -0.4514,
  "smiles": "C[C@@H]1[NH+]=CNc2scc(Cl)c21",
  "orbital_gap_ev": 8.22
}

Record 4
{
  "formula": "C7H8F2N3O3",
  "method": "ωB97M-V/def2-TZVPD",
  "symbols": ["F", "F", "O", "O", "O", "N", "N", "N", "C", "C", "C", "C", "C", "C", "C", "H", "H", "H", "H", "H", "H", "H", "H"],
  "coordinates": [[-2.44275, -2.25851, 0.20263], [-2.13838, 4.72928, 0.39247], [-1.53685, 1.63213, -1.20487], [-1.15726, -1.60150, -2.11779], [-4.27789, 0.65668, -0.06127], [-1.56102, 3.57428, 0.08374], [0.27782, -1.03015, -0.25321], [-2.56863, -0.90565, 0.17010], [-0.49062, -1.34249, -1.22586], [-3.57918, -0.22943, 0.04987], [-1.69461, 2.61172, -0.59487], [0.68337, -2.07380, 0.67200], [2.49710, 0.12619, -0.35381], [3.26216, 0.38698, 0.69863], [0.94807, 0.23976, -0.22107], [4.27389, 0.37633, 0.90911], [2.78962, 0.71986, 1.65068], [1.39893, -2.92110, 0.36626], [0.63957, 0.74208, 0.64606], [0.59809, 0.75864, -1.06530], [1.16981, -1.50713, 1.50298], [-0.11479, -2.60362, 1.11577], [3.02360, -0.08055, -1.36226]],
  "atomic_forces_ev_per_a": [[-1.017, -6.163, 0.185], [-0.479, -0.326, -0.433], [-0.193, -1.056, -0.427], [0.944, 0.286, 0.962], [-3.351, 3.870, -0.476], [1.027, 0.833, 1.443], [-0.739, -2.535, -1.593], [3.767, 5.545, 0.474], [-0.032, 0.270, -0.496], [-0.058, -3.266, 0.196], [-0.473, 0.588, -0.633], [2.364, -1.045, 1.923], [0.644, -0.129, -0.839], [-2.790, 0.614, 1.622], [2.893, 0.332, -1.443], [2.202, -0.228, -0.891], [-0.198, -0.391, -0.693], [-0.779, 1.837, -0.428], [-0.185, 0.697, 1.362], [-0.504, 0.978, -0.952], [-0.233, -0.623, -0.664], [-1.393, -0.174, 0.207], [-1.418, 0.084, 1.594]],
  "mulliken_charge": [-0.08, -0.09, -0.46, -0.26, -0.25, -0.05, 0.18, -0.22, 0.85, 0.53, 0.59, -0.92, -0.05, -0.78, -0.90, 0.35, 0.19, 0.33, 0.43, 0.53, 0.40, 0.40, 0.28],
  "s2": 2.0179,
  "total_charge": 1,
  "spin_multiplicity": 3,
  "homo_energy_ha": [-0.4048, -0.5236],
  "orbital_gap_ev": [6.74, 7.00]
}

Record 5
{
  "formula": "C7H8F6P2",
  "method": "ωB97M-V/def2-TZVPD",
  "symbols": ["P", "P", "F", "F", "F", "F", "F", "F", "C", "C", "C", "C", "C", "C", "C", "H", "H", "H", "H", "H", "H", "H", "H"],
  "coordinates": [[0.82966, 0.76660, -0.83161], [1.16100, -0.74387, 0.64400], [1.86906, 3.25365, -0.71006], [2.64187, -2.93809, 0.32227], [2.61409, -1.54434, -1.38819], [3.18938, 1.58557, -0.28952], [1.83422, 2.25845, 1.23729], [3.71438, -1.05321, 0.50275], [-1.83968, 0.18498, 0.10817], [-0.72015, 1.25568, -0.03434], [-0.17007, -1.72697, -0.25953], [-1.50551, -1.09008, 0.02610], [2.59131, -1.62986, -0.01507], [-3.24324, 0.52985, 0.37551], [1.95601, 2.05682, -0.07442], [-3.72164, 1.36339, -0.10469], [-3.27683, 0.52501, 1.47727], [-1.06618, 2.08661, -0.51324], [0.12111, -1.57308, -1.41551], [-2.27815, -1.88690, -0.08021], [-3.89302, -0.35543, 0.09318], [-0.50657, 1.49693, 0.95491], [-0.30105, -2.82172, -0.02507]],
  "atomic_forces_ev_per_a": [[0.510, 0.444, -1.116], [-1.315, -0.788, 1.553], [-0.121, -0.270, 0.424], [-0.153, 0.533, -0.277], [0.784, -0.464, 0.904], [0.680, 0.124, 0.005], [-0.105, 0.411, 0.260], [-0.342, -0.468, -0.740], [-0.577, 9.791, -1.353], [-1.698, -3.154, 0.251], [-0.879, 0.507, -1.168], [2.296, -11.501, -0.321], [1.208, -0.133, -0.913], [-0.406, -2.059, 0.243], [-0.117, -0.003, -0.623], [0.321, 0.835, 0.150], [-0.724, 0.523, 0.162], [-1.100, 2.467, -1.301], [-0.572, -0.622, 1.833], [0.240, 1.001, 0.018], [0.680, 0.789, 0.246], [0.666, 0.877, 2.063], [0.723, 1.161, -0.301]],
  "mulliken_charge": [-0.31, -0.32, -0.25, -0.24, -0.24, -0.24, -0.22, -0.23, 0.87, -1.03, -0.80, -0.56, 0.95, -1.42, 0.86, 0.39, 0.30, 0.66, 0.38, 0.16, 0.31, 0.58, 0.41],
  "s2": 2.0066,
  "total_charge": 0,
  "spin_multiplicity": 3,
  "homo_energy_ha": [-0.1974, -0.3484],
  "orbital_gap_ev": [6.03, 7.13]
}

Record 6
{
  "formula": "C7H8FN2O3",
  "method": "ωB97M-V/def2-TZVPD",
  "symbols": ["F", "O", "O", "O", "N", "N", "C", "C", "C", "C", "C", "C", "C", "H", "H", "H", "H", "H", "H", "H", "H"],
  "coordinates": [[4.82185, 0.33154, -0.35417], [3.01695, 2.48407, 0.13008], [-1.13026, -1.68645, -0.48718], [-1.34750, 0.48851, 0.26610], [2.64233, 1.23436, 0.16563], [1.59320, -1.31826, -0.41464], [-2.74659, 0.22974, 0.42211], [-0.58876, -0.63620, -0.14390], [-3.45055, -0.33191, -0.78649], [1.31925, 0.86190, 0.71818], [2.90285, -1.17226, -0.29098], [0.78903, -0.38603, 0.00011], [3.55872, 0.01849, -0.04086], [-3.06631, -1.23329, -1.22344], [-3.12844, 1.16660, 0.83524], [-4.44207, -0.39290, -0.50807], [0.57844, 1.65324, 0.57604], [1.32696, 0.80915, 1.86793], [3.54109, -2.00987, -0.40114], [-2.88664, -0.38809, 1.27274], [-3.30352, 0.27765, -1.60330]],
  "atomic_forces_ev_per_a": [[-0.290, -0.379, 0.189], [-0.242, -1.387, 0.056], [0.562, 0.906, 0.369], [-0.048, -0.963, -0.422], [2.336, -2.703, -0.242], [0.838, -1.403, 0.190], [1.086, 0.297, 0.102], [-1.542, -0.212, 0.254], [1.365, -0.084, 0.642], [-0.588, 0.105, 0.719], [0.732, 0.212, -0.023], [0.909, 1.602, 0.447], [-3.797, 5.073, 0.627], [0.063, -0.821, 0.904], [-0.320, 0.318, -0.855], [-2.438, -0.267, 0.102], [0.639, 0.269, -0.425], [0.439, -0.428, -1.155], [0.406, -0.964, -0.493], [0.059, -1.341, 0.769], [-0.171, 2.172, -1.754]],
  "mulliken_charge": [-0.27, -0.72, -0.70, -0.33, 0.49, -0.49, -0.36, 0.57, -1.22, -0.49, -0.47, 0.07, 0.28, 0.31, 0.34, 0.42, 0.35, 0.10, 0.42, 0.33, 0.37],
  "total_charge": -1,
  "relative_energy_kj_mol": 48.0,
  "homo_energy_ha": [-0.1205, -0.0834],
  "smiles": "CCOC(=O)C1=NC=C(F)N([O-])C1",
  "orbital_gap_ev": [6.78, 5.77]
}

Calculated max |F| (eV/Å), listed in the same order as above: 2.6; 6.8; 5.1; 6.7; 11.7; 6.4